11
Properties=species:S:1:pos:R:3:forces:R:3 method="wB97M-V/def2-TZVPD" e_above_lowest_kcal_mol=48.5 total_energy_ha=-322.49711 fmax_ha_per_bohr=0.03962 total_charge=0 orbital_gap_ev=10.17
O -1.42183 1.36497 1.07871 0.05 -0.52 -0.01
C -1.28429 0.16540 1.06213 0.00 0.33 -0.09
C -0.42812 -0.56341 0.04618 -0.01 0.05 -0.15
N 0.15416 0.37246 -0.85973 -0.47 0.14 -0.45
C 2.41249 0.42444 -0.75176 1.57 -0.57 1.17
O 2.61417 -0.29056 0.11628 0.05 0.58 -0.67
H -1.79577 -0.47547 1.81049 0.12 0.05 -0.14
H 0.31515 -1.13980 0.63591 -0.04 0.16 -0.18
H -1.07757 -1.31387 -0.43432 0.07 0.06 0.08
H -0.12648 1.33212 -0.75462 -0.08 0.01 -0.02
H 0.75591 0.17201 -1.65633 -1.27 -0.28 0.46